C4H6N2 as an isolated structure. Source: the OMol25 dataset; level of theory: ωB97M-V/def2-TZVPD.

Its total charge is 0. As for the HOMO energy: -9.85 eV. The HOMO-LUMO gap comes out at 10.29 eV. The total energy comes out at -7222.907 eV.

```
12
C4H6N2 ωB97M-V/def2-TZVPD
C 1.315 -0.573 -0.265
C 0.117 0.451 1.013
N 0.235 -0.030 -1.257
C -2.069 0.213 -0.278
H -2.350 -0.304 -1.195
C -0.556 0.135 -0.274
H -0.302 1.270 1.600
H 1.028 -1.625 -0.209
N 1.268 -0.116 1.123
H -2.589 -0.273 0.545
H -2.338 1.272 -0.291
H 2.288 -0.404 -0.723
```

One molecule with the formula C4H6N2. Source: the OMol25 dataset; level of theory: ωB97M-V/def2-TZVPD.

Its total charge is 0. As for the HOMO energy: -9.49 eV. The HOMO-LUMO gap comes out at 10.11 eV. The total energy comes out at -7221.493 eV.

```
12
C4H6N2 ωB97M-V/def2-TZVPD
N 0.356 0.651 -0.493
H -0.839 -2.170 0.397
C -0.655 -0.212 -0.917
H 1.555 -0.016 1.369
C 0.565 -0.026 0.870
C -0.052 -1.328 0.057
H 0.851 -1.878 -0.195
H -0.819 -0.481 -2.021
H -0.293 0.344 1.630
N 0.615 3.106 0.009
C 0.353 1.981 -0.503
H -1.637 0.030 -0.203
```

One molecule with the formula C4H6N2. Source: the OMol25 dataset; level of theory: ωB97M-V/def2-TZVPD.

Its total charge is 0. As for the HOMO energy (alpha / beta): -7.24 / -7.24 eV. The HOMO-LUMO gap (alpha / beta) comes out at 8.04 / 8.04 eV. The total energy comes out at -7221.698 eV.

```
12
C4H6N2 ωB97M-V/def2-TZVPD
H 1.971 -1.277 0.783
C 0.026 0.919 0.003
H 1.517 -1.519 -0.882
H -2.434 0.769 0.183
N -0.797 -0.215 -0.024
C -2.118 -0.166 -0.047
C 1.305 0.565 -0.041
H 2.127 1.222 0.126
H -0.286 1.971 0.212
C 1.239 -0.933 -0.033
N -0.115 -1.320 0.054
H -2.818 -1.050 0.060
```

C4H6N2 as an isolated structure. Source: the OMol25 dataset; level of theory: ωB97M-V/def2-TZVPD.

Its total charge is 0. As for the HOMO energy: -6.91 eV. The HOMO-LUMO gap comes out at 7.30 eV. The total energy comes out at -7218.639 eV.

```
12
C4H6N2 ωB97M-V/def2-TZVPD
H -1.052 -1.279 1.163
N 0.935 -0.039 -1.548
C 0.375 0.808 -0.495
H 0.476 1.908 -0.488
H 1.951 -0.109 -1.464
C -0.902 -0.017 -0.436
C 0.592 -0.161 0.662
H -1.854 0.085 -0.959
N -0.859 -0.259 1.048
C 0.253 -1.095 -0.609
H 1.371 -0.241 1.423
H -1.286 0.400 1.702
```

One molecule with the formula C4H6N2. Source: the OMol25 dataset; level of theory: ωB97M-V/def2-TZVPD.

Its total charge is 0. As for the HOMO energy: -9.61 eV. The HOMO-LUMO gap comes out at 10.42 eV. The total energy comes out at -7221.766 eV.

```
12
C4H6N2 ωB97M-V/def2-TZVPD
H 0.931 1.398 -1.071
H -1.899 -0.683 0.455
C -1.530 0.224 0.948
N 2.948 -0.724 -0.942
C 0.703 -0.438 0.164
H -1.469 0.038 2.033
C 0.304 0.521 -0.926
H -2.227 1.051 0.786
H 0.136 -0.073 -1.818
C 2.132 -0.531 -0.138
N -0.221 0.619 0.439
H 0.193 -1.402 0.069
```

One molecule with the formula C4H6N2. Source: the OMol25 dataset; level of theory: ωB97M-V/def2-TZVPD.

Its total charge is 0. As for the HOMO energy: -10.71 eV. The HOMO-LUMO gap comes out at 11.45 eV. The total energy comes out at -7224.487 eV.

```
12
C4H6N2 ωB97M-V/def2-TZVPD
C 0.396 1.424 0.720
N 2.104 -0.573 -0.088
H -2.307 0.250 -0.300
N 0.767 2.233 1.457
H -0.287 0.943 -1.176
C -0.122 0.422 -0.224
H 0.531 -1.469 -1.132
C -1.469 -0.185 0.248
C 0.917 -0.648 -0.511
H -1.485 -1.266 0.078
H -1.632 -0.015 1.314
H 2.651 -1.374 -0.407
```

One molecule with the formula C4H6N2O. Source: the OMol25 dataset; level of theory: ωB97M-V/def2-TZVPD.

Its total charge is 0. As for the HOMO energy: -7.53 eV. The HOMO-LUMO gap comes out at 8.26 eV. The total energy comes out at -9271.589 eV.

```
13
C4H6N2O ωB97M-V/def2-TZVPD
N 0.212 1.440 0.423
H -0.883 0.470 2.273
C 1.028 0.599 -0.304
H 2.083 0.790 -0.404
H 0.485 2.179 1.051
H 1.621 -1.826 -1.151
C 0.246 -0.441 -0.756
N 0.701 -1.559 -1.482
O -1.561 0.989 1.801
H 0.084 -2.351 -1.346
C -1.007 0.855 0.548
C -1.079 -0.243 -0.277
H -1.932 -0.903 -0.375
```

One molecule with the formula C4H6N2O. Source: the OMol25 dataset; level of theory: ωB97M-V/def2-TZVPD.

Its total charge is 0. As for the HOMO energy: -7.96 eV. The HOMO-LUMO gap comes out at 8.90 eV. The total energy comes out at -9272.039 eV.

```
13
C4H6N2O ωB97M-V/def2-TZVPD
H -2.393 -0.339 0.969
H -1.912 1.034 0.014
H -2.467 -0.565 -0.737
H 2.424 1.276 0.370
C 1.662 -0.701 -0.024
N 1.718 0.658 0.126
O 0.126 2.270 -0.135
C -1.933 -0.020 0.055
C 0.424 -1.150 -0.035
H 2.555 -1.347 -0.421
N -0.452 -0.061 -0.054
C 0.380 1.073 -0.009
H -0.133 -2.128 -0.120
```

One molecule with the formula C4H6N2O. Source: the OMol25 dataset; level of theory: ωB97M-V/def2-TZVPD.

Its total charge is 0. As for the HOMO energy: -8.10 eV. The HOMO-LUMO gap comes out at 8.79 eV. The total energy comes out at -9270.353 eV.

```
13
C4H6N2O ωB97M-V/def2-TZVPD
H -1.251 -0.480 -2.408
H 1.462 0.344 1.948
H 1.978 0.316 -0.935
H -1.137 -1.723 -0.777
H -2.278 -0.119 -0.920
C -0.140 0.377 0.433
C 1.107 0.325 1.001
C -1.276 -0.607 -1.318
C -1.204 0.519 1.370
N 2.038 0.122 0.063
H 3.023 0.081 0.318
N -2.104 0.601 2.157
O -0.218 0.244 -0.933
```

One molecule with the formula C4H6N2O. Source: the OMol25 dataset; level of theory: ωB97M-V/def2-TZVPD.

Its total charge is 0. As for the HOMO energy (alpha / beta): -8.54 / -8.82 eV. The HOMO-LUMO gap (alpha / beta) comes out at 8.35 / 8.07 eV. The total energy comes out at -9268.409 eV.

```
13
C4H6N2O ωB97M-V/def2-TZVPD
C 0.984 1.110 -0.132
N -1.230 0.713 -1.226
H -1.130 1.088 1.550
H 0.297 -1.661 -1.143
N -1.946 0.788 -0.266
H 1.825 -1.207 -0.549
H -1.710 -0.636 1.117
C -1.172 0.241 0.808
C 0.698 -1.371 -0.156
O 0.837 2.301 0.098
C 0.159 -0.073 0.084
H 1.808 0.818 -0.770
H 0.579 -2.112 0.585
```

C4H6N2O as an isolated structure. Source: the OMol25 dataset; level of theory: ωB97M-V/def2-TZVPD.

Its total charge is 0. As for the HOMO energy: -8.13 eV. The HOMO-LUMO gap comes out at 8.98 eV. The total energy comes out at -9267.352 eV.

```
13
C4H6N2O ωB97M-V/def2-TZVPD
C -0.246 0.239 2.227
O -0.135 0.772 -1.063
H 0.206 -2.321 0.156
H 0.638 1.971 2.226
C -0.023 -1.285 0.373
H 1.034 -0.370 -2.324
H -0.270 0.127 3.315
C -0.018 -0.096 -0.104
N 0.162 1.300 1.621
C 0.061 0.132 -2.336
H -0.733 -0.595 -2.527
N -0.740 -0.801 1.517
H 0.063 0.927 -3.080
```

One molecule with the formula C4H6N2O. Source: the OMol25 dataset; level of theory: ωB97M-V/def2-TZVPD.

Its total charge is 0. As for the HOMO energy: -7.68 eV. The HOMO-LUMO gap comes out at 8.56 eV. The total energy comes out at -9270.143 eV.

```
13
C4H6N2O ωB97M-V/def2-TZVPD
C 1.753 0.486 -0.068
N 1.383 -0.849 -0.114
H 1.965 -1.649 -0.303
C 0.604 1.256 0.123
C 0.031 -0.935 0.038
H -1.852 0.956 -1.136
N -1.840 0.576 -0.191
C -0.466 0.317 0.055
H 0.136 1.550 1.105
H -2.242 1.302 0.388
H -1.582 -1.689 0.210
O -0.678 -2.065 0.168
H 2.788 0.744 -0.275
```

A 2-piece molecular cluster, C4H6N2O overall. Source: the OMol25 dataset; level of theory: ωB97M-V/def2-TZVPD.

Its total charge is 0. As for the HOMO energy (alpha / beta): -8.35 / -9.48 eV. The HOMO-LUMO gap (alpha / beta) comes out at 6.83 / 9.26 eV. The total energy comes out at -9266.398 eV.

```
13
C4H6N2O ωB97M-V/def2-TZVPD
N -2.843 0.792 0.372
O -0.035 -0.380 -0.979
H -0.583 1.620 -0.658
C -2.262 -0.264 0.094
N -1.518 -1.185 0.316
H -3.514 1.160 -0.287
C 0.748 -0.091 0.179
H 0.045 -0.358 0.999
H 2.863 0.033 0.997
H 2.588 -0.251 -0.818
H 2.182 -1.545 0.341
C 0.169 0.877 -0.729
C 2.161 -0.409 0.172
```

One molecule with the formula C4H6N2O. Source: the OMol25 dataset; level of theory: ωB97M-V/def2-TZVPD.

Its total charge is 0. As for the HOMO energy: -10.95 eV. The HOMO-LUMO gap comes out at 11.56 eV. The total energy comes out at -9272.044 eV.

```
13
C4H6N2O ωB97M-V/def2-TZVPD
H -0.482 1.777 -2.442
H 1.550 -1.240 1.474
H -0.640 0.924 1.306
H 0.953 1.025 0.543
H 1.128 -0.111 2.779
N -1.334 -1.321 -3.278
N -0.292 1.474 -1.491
C -0.496 0.233 -1.345
C -0.966 -0.663 -2.402
C 0.737 -0.653 1.912
H -0.044 -1.339 2.252
C 0.189 0.331 0.904
O -0.304 -0.436 -0.211
```

One molecule with the formula C4H6N2O. Source: the OMol25 dataset; level of theory: ωB97M-V/def2-TZVPD.

Its total charge is 0. As for the HOMO energy: -10.73 eV. The HOMO-LUMO gap comes out at 11.20 eV. The total energy comes out at -9271.287 eV.

```
13
C4H6N2O ωB97M-V/def2-TZVPD
C -0.198 0.243 -1.300
C -1.119 -0.423 0.828
N -2.128 -0.620 1.567
C 1.233 -0.088 -0.901
H -0.366 1.323 -1.351
H 1.482 0.095 0.131
H -1.802 -0.717 2.528
H 1.441 -1.143 -1.087
C 0.164 -0.340 1.551
H -0.403 -0.158 -2.294
H 1.910 0.551 -1.465
N 1.009 -0.298 2.345
O -1.244 -0.343 -0.498
```

One molecule with the formula C4H6N2O. Source: the OMol25 dataset; level of theory: ωB97M-V/def2-TZVPD.

Its total charge is 0. As for the HOMO energy: -9.84 eV. The HOMO-LUMO gap comes out at 10.71 eV. The total energy comes out at -9271.355 eV.

```
13
C4H6N2O ωB97M-V/def2-TZVPD
H 0.843 1.040 -1.743
N -0.852 0.889 -0.464
H 1.127 -1.358 -0.745
C -1.377 -0.345 -0.143
N -0.339 -1.209 0.273
H -1.476 1.595 -0.813
C 0.940 -0.483 -0.146
H 0.205 0.145 1.806
H 1.050 1.748 -0.138
C 0.582 0.910 -0.685
O -2.526 -0.693 -0.251
C 0.594 -0.712 1.261
H 1.117 -1.450 1.857
```

One molecule with the formula C4H6N2O. Source: the OMol25 dataset; level of theory: ωB97M-V/def2-TZVPD.

Its total charge is 0. As for the HOMO energy: -7.90 eV. The HOMO-LUMO gap comes out at 8.76 eV. The total energy comes out at -9272.378 eV.

```
13
C4H6N2O ωB97M-V/def2-TZVPD
C 1.147 0.794 -0.164
H -2.811 0.053 0.363
H -0.546 1.072 1.100
H -2.425 -1.568 0.080
C -0.314 1.030 0.034
O 2.388 -1.303 -0.117
C 1.273 -0.549 -0.125
H -0.788 1.843 -0.520
H 1.920 1.552 -0.223
C -0.854 -0.354 -0.097
N 0.065 -1.262 -0.052
N -2.199 -0.604 -0.105
H 3.144 -0.704 -0.174
```

One molecule with the formula C4H6N2O. Source: the OMol25 dataset; level of theory: ωB97M-V/def2-TZVPD.

Its total charge is 0. As for the HOMO energy: -8.86 eV. The HOMO-LUMO gap comes out at 9.42 eV. The total energy comes out at -9271.388 eV.

```
13
C4H6N2O ωB97M-V/def2-TZVPD
C -2.749 0.260 -0.263
H -2.410 1.275 -0.501
H 2.971 0.748 0.894
C 0.539 0.136 0.343
N -1.699 -0.742 -0.407
C 1.740 -0.415 -0.279
C -0.595 -0.353 -0.127
H 3.741 -0.441 -0.101
H -3.625 -0.023 -0.834
O 1.677 -1.201 -1.213
N 2.910 -0.102 0.355
H 0.501 0.640 1.305
H -2.974 0.222 0.808
```

One molecule with the formula C4H6N2O. Source: the OMol25 dataset; level of theory: ωB97M-V/def2-TZVPD.

Its total charge is 0. As for the HOMO energy: -7.66 eV. The HOMO-LUMO gap comes out at 8.42 eV. The total energy comes out at -9269.489 eV.

```
13
C4H6N2O ωB97M-V/def2-TZVPD
N -1.066 0.200 0.822
H -1.767 0.626 1.411
H 0.132 -1.678 -1.609
H -2.297 -0.778 -0.682
H 0.122 0.920 -1.333
H 1.627 0.428 -1.856
C 0.968 -0.361 -0.039
N 1.114 0.751 -1.045
C 0.240 0.222 1.054
C -0.104 -1.058 -0.751
C -1.296 -0.557 -0.373
O 0.691 0.751 2.182
H 1.636 0.533 2.219
```

One molecule with the formula C4H6N2O. Source: the OMol25 dataset; level of theory: ωB97M-V/def2-TZVPD.

Its total charge is 0. As for the HOMO energy: -8.07 eV. The HOMO-LUMO gap comes out at 9.01 eV. The total energy comes out at -9272.474 eV.

```
13
C4H6N2O ωB97M-V/def2-TZVPD
H 3.271 -0.110 -0.316
N -0.301 0.935 0.120
H 2.129 1.115 0.326
H 2.155 0.757 -1.415
O 1.360 -0.743 -0.212
C 0.080 -0.368 -0.006
N -2.061 -0.378 0.356
C -0.987 -1.219 0.130
C 2.274 0.324 -0.415
H -2.234 1.751 0.494
H -3.015 -0.662 0.509
H -1.076 -2.293 0.089
C -1.596 0.891 0.340
```